Entry 1:
Below is a structure of composition C68H79AsCoNO4SeSi at a distorted geometry, with properties calculated with ωB97M-V/def2-TZVPD.

Structure (XYZ):
```
156
Properties=species:S:1:pos:R:3:forces:R:3
Co -0.831738 0.570529 0.415699 0.147 -0.309 -0.314
C 3.778262 -4.075271 3.250199 -0.090 -0.059 0.163
C 2.633762 -3.969971 4.267199 0.123 -0.083 0.119
C 2.230162 -5.388471 4.675499 0.039 0.250 -0.075
C 3.130062 -3.240071 5.521799 -0.028 -0.136 -0.112
C 1.498162 -3.181871 3.637199 0.056 0.015 0.086
C 1.729662 -1.879171 3.224999 -0.152 0.023 0.059
C 0.750462 -1.166571 2.561899 0.043 0.589 -0.121
Se 1.274262 0.531929 1.769599 -0.037 0.031 0.429
C 0.690062 2.152229 2.688999 0.055 -0.515 -0.143
C 1.677862 2.944929 3.240499 -0.113 -0.061 0.085
C 1.413262 4.256829 3.605099 0.062 -0.009 0.044
C 0.105562 4.712829 3.439799 0.213 -0.052 0.034
C -0.902638 3.953829 2.875499 -0.178 -0.189 -0.131
C -0.606038 2.639129 2.408099 0.537 0.122 0.345
O -1.447338 1.937029 1.726999 -0.317 -0.319 -0.324
C -2.288938 4.525529 2.602799 -0.167 0.056 -0.023
C -2.442738 4.669829 1.083499 0.006 -0.059 0.064
C -2.521438 5.899229 3.241599 0.117 -0.262 -0.106
C -3.357538 3.566129 3.142299 0.060 -0.018 -0.085
C 2.570062 5.145029 4.042699 0.130 0.045 0.076
C 3.230962 4.573129 5.304799 -0.058 0.112 -0.136
C 2.141062 6.586329 4.325999 0.052 -0.287 -0.047
C 3.599162 5.177229 2.901299 -0.081 0.070 0.174
C -0.490438 -1.733371 2.198799 0.635 -0.222 0.414
O -1.285838 -1.135171 1.374699 -0.484 0.424 -0.461
C -0.786838 -3.005471 2.779899 -0.209 0.147 -0.192
C 0.216262 -3.692571 3.437999 0.192 0.059 0.050
C -2.210738 -3.549171 2.702899 -0.179 -0.051 -0.027
C -2.658038 -3.694171 1.242799 0.040 0.100 0.116
C -3.122438 -2.552071 3.437199 0.079 -0.072 -0.118
C -2.380438 -4.917571 3.374599 0.086 0.272 -0.123
H 4.588662 -4.680171 3.653499 0.170 -0.067 0.048
H 4.170362 -3.094871 2.998999 0.082 0.147 -0.054
H 3.424262 -4.538171 2.332899 -0.039 -0.076 -0.150
H 3.086762 -5.888371 5.126699 0.060 -0.065 0.030
H 1.914762 -5.968971 3.811499 -0.091 -0.111 -0.075
H 1.426162 -5.371871 5.408199 -0.123 -0.052 0.063
H 3.965562 -3.777771 5.968999 0.129 -0.040 0.068
H 2.330062 -3.172171 6.256299 -0.075 0.037 0.095
H 3.456362 -2.232671 5.281599 0.064 0.135 0.026
H 2.679662 -1.388671 3.391799 0.079 -0.056 0.038
H 2.668362 2.521829 3.340399 0.098 0.030 0.028
H -0.122138 5.724829 3.729499 -0.052 0.141 0.047
H -1.740038 5.407929 0.701499 0.076 0.134 -0.057
H -3.455038 4.977129 0.824399 -0.199 0.103 -0.028
H -2.226638 3.721829 0.605799 0.000 -0.028 -0.071
H -1.849138 6.646129 2.824799 0.076 0.144 0.001
H -2.387338 5.864029 4.321299 0.025 0.031 0.141
H -3.543738 6.215929 3.034699 -0.069 0.032 -0.015
H -3.258238 2.600029 2.658199 -0.072 -0.086 0.045
H -4.356838 3.955229 2.948699 -0.137 0.117 -0.020
H -3.239238 3.433029 4.216299 -0.014 -0.006 0.153
H 2.524662 4.554729 6.133199 -0.075 -0.015 0.073
H 4.088162 5.180629 5.596199 0.110 0.056 0.036
H 3.576262 3.557229 5.131799 0.050 -0.120 0.026
H 1.419662 6.633129 5.137899 -0.140 0.043 0.096
H 1.707562 7.037429 3.437599 -0.114 0.123 -0.095
H 3.011262 7.174429 4.611799 0.103 0.071 0.047
H 4.017062 4.190729 2.726399 0.088 -0.132 -0.063
H 4.413862 5.860129 3.138299 0.150 0.081 0.036
H 3.125062 5.506829 1.979999 -0.041 0.049 -0.132
H -0.004138 -4.678071 3.812899 -0.045 -0.123 0.052
H -2.442538 -2.781071 0.693499 -0.044 -0.116 -0.066
H -3.729138 -3.888671 1.188299 -0.143 -0.102 -0.005
H -2.126238 -4.522071 0.774699 0.021 -0.080 -0.118
H -3.033438 -1.566871 2.988599 -0.027 0.142 0.019
H -2.830538 -2.484671 4.485199 -0.002 0.044 0.070
H -4.164438 -2.872371 3.386999 -0.092 -0.040 -0.014
H -1.752538 -5.666271 2.896399 0.084 -0.146 -0.013
H -3.417638 -5.232871 3.265899 -0.095 -0.033 0.008
H -2.145838 -4.881571 4.437499 0.041 -0.019 0.100
O -0.914438 2.617229 -1.132901 -0.056 -0.043 0.140
C -2.081538 2.394729 -1.884301 0.020 0.094 -0.159
C -3.178438 1.803829 -1.031601 0.068 0.111 -0.061
C -4.429638 2.393929 -0.936001 -0.121 -0.160 -0.104
C -5.377938 1.843729 -0.087501 0.248 -0.107 -0.024
C -5.043438 0.692429 0.607899 -0.225 0.163 -0.250
C -3.789938 0.145129 0.417499 0.002 -0.175 0.157
N -2.856138 0.696129 -0.355201 -0.294 0.603 0.248
H -0.259738 1.901329 -1.326201 0.353 -0.169 -0.236
H -1.867538 1.696229 -2.713601 -0.100 0.242 0.087
H -2.412038 3.360629 -2.293501 -0.012 -0.262 -0.021
H -4.651438 3.276629 -1.518801 0.061 0.102 0.029
H -6.346838 2.309529 0.029999 -0.039 0.001 0.019
H -5.742238 0.223929 1.282499 -0.032 -0.097 0.049
H -3.502738 -0.764271 0.918999 0.137 -0.084 0.158
C -6.031838 -2.560571 -2.455701 -0.052 -0.091 0.039
C -5.637138 -1.300871 -2.873701 -0.115 0.096 -0.109
C -4.302038 -0.947671 -2.841201 0.215 0.133 -0.042
C -3.332138 -1.839071 -2.397501 0.033 -0.002 0.142
C -3.737038 -3.096271 -1.972501 0.231 -0.060 0.063
C -5.075538 -3.452671 -2.000301 -0.158 -0.113 0.031
As -1.458038 -1.187471 -2.334001 -0.335 -0.475 -0.422
C -1.360438 -1.313571 -4.287101 0.104 -0.109 -0.149
C -1.598738 -0.307071 -5.201901 -0.027 0.191 0.201
C -1.479338 -0.557071 -6.559301 -0.040 0.021 -0.178
C -1.155638 -1.828571 -7.003901 -0.015 -0.018 -0.114
C -0.909838 -2.844971 -6.095601 0.008 -0.103 0.083
C -0.987938 -2.591071 -4.732201 -0.139 0.351 -0.281
C -0.620838 -3.515671 -3.665101 0.016 -0.259 0.397
C -0.158138 -4.814671 -3.831701 -0.140 0.115 -0.116
C 0.275262 -5.536771 -2.735401 0.013 -0.116 -0.004
C 0.263962 -4.967971 -1.473101 0.029 -0.096 0.098
C -0.210538 -3.677971 -1.295101 0.023 0.225 0.146
C -0.675438 -2.960671 -2.378901 0.083 -0.242 -0.157
H -7.075938 -2.844671 -2.490501 -0.012 -0.003 0.034
H -6.372338 -0.595071 -3.232101 -0.074 0.092 -0.038
H -3.994438 0.035829 -3.181001 -0.083 0.074 -0.008
H -2.999738 -3.807471 -1.618601 -0.042 -0.004 0.001
H -5.374138 -4.435071 -1.660301 -0.002 -0.081 0.009
H -1.853038 0.687029 -4.855301 0.022 0.080 -0.038
H -1.629038 0.240629 -7.272301 -0.041 0.075 -0.045
H -1.086038 -2.028171 -8.065601 0.036 0.008 -0.017
H -0.643238 -3.831971 -6.452201 0.034 -0.027 -0.017
H -0.131038 -5.263971 -4.815401 0.057 -0.005 -0.075
H 0.648262 -6.541771 -2.874401 0.010 -0.088 0.022
H 0.616862 -5.533371 -0.623601 0.090 -0.026 0.105
H -0.200738 -3.215071 -0.318901 -0.040 -0.034 0.174
C 2.760562 2.985929 -0.881501 -0.207 -0.289 -0.053
C 3.422962 1.688529 -1.348001 0.089 -0.196 -0.022
C 4.199462 1.112829 -0.164401 -0.232 -0.266 -0.013
C 4.452762 2.033529 -2.428501 -0.247 -0.052 -0.062
Si 2.012462 0.549529 -2.078801 1.196 0.367 -0.793
O 0.659162 0.503329 -1.274701 -1.140 0.416 0.800
C 2.629662 -1.189671 -2.612201 -0.126 0.471 0.235
C 2.060262 -1.716571 -3.767801 -0.135 0.013 -0.137
C 2.526262 -2.872171 -4.365401 0.015 -0.089 -0.105
C 3.572562 -3.569971 -3.788001 0.004 -0.027 -0.030
C 4.109162 -3.108971 -2.598901 0.211 -0.168 0.093
C 3.644762 -1.935071 -2.024601 0.137 0.036 0.202
C 1.781362 1.404029 -3.792501 -0.048 -0.383 0.381
C 0.912162 2.471229 -3.991301 -0.095 0.012 0.118
C 0.780662 3.076529 -5.230101 -0.104 0.223 -0.142
C 1.529562 2.634929 -6.305601 -0.035 0.097 -0.136
C 2.427662 1.598629 -6.124201 0.093 -0.007 -0.154
C 2.546862 1.002829 -4.884101 0.143 -0.019 -0.098
H 3.510362 3.695929 -0.524701 0.114 0.046 0.043
H 2.065662 2.783429 -0.067301 -0.134 0.141 0.112
H 2.211962 3.455829 -1.693801 -0.163 0.171 -0.088
H 4.754062 1.908529 0.340499 0.086 0.073 0.050
H 4.919362 0.366229 -0.492001 0.122 -0.145 -0.028
H 3.529662 0.656829 0.560599 0.203 0.003 0.100
H 5.245362 2.656729 -2.007701 0.099 0.043 0.096
H 3.995962 2.578429 -3.251601 0.060 0.074 -0.090
H 4.906662 1.127929 -2.830101 0.134 -0.076 -0.113
H 1.244862 -1.183971 -4.235501 -0.030 0.033 -0.136
H 2.086062 -3.214471 -5.293401 -0.088 -0.042 -0.011
H 3.961462 -4.463471 -4.259701 0.007 -0.048 0.023
H 4.913762 -3.661171 -2.128501 0.008 0.011 0.063
H 4.088962 -1.603171 -1.097901 0.102 0.073 0.096
H 0.341562 2.859529 -3.160801 -0.147 0.015 0.099
H 0.098562 3.907429 -5.358101 -0.061 0.041 0.018
H 1.427762 3.102529 -7.275201 -0.028 0.055 -0.070
H 3.040662 1.260029 -6.949101 0.024 -0.037 -0.056
H 3.263462 0.204429 -4.760101 0.077 -0.062 -0.054
```
Positions in Å, forces in eV/Å.

Summary:
LUMO (spin up / spin down) in hartree: 0.0865 / 0.0864
Net charge: -1
2S+1: 4
HOMO-LUMO gap (spin up / spin down) in eV: 7.13 / 7.12
Largest force on an atom in eV/Å: 1.48
E in Eh: -9304.0126
Expectation value of S²: 3.76



Entry 2:
Below is a structure of composition C6H12HgO10 at a distorted geometry, with properties calculated with ωB97M-V/def2-TZVPD.

Structure (XYZ):
```
29
Properties=species:S:1:pos:R:3:forces:R:3
Hg -0.325453 -0.220339 0.308568 -2.286 -1.377 3.517
C -1.394082 -2.565462 1.550012 -2.085 5.778 3.040
O -2.047066 -2.823704 2.614264 0.867 -3.004 -0.733
O -2.059536 -1.795549 0.709326 -0.385 -1.166 -2.852
O -0.129519 -2.288489 1.545015 2.557 -1.936 -0.475
C -1.196850 0.938424 2.786234 0.022 -4.070 0.338
O 0.109437 0.814354 2.715053 0.385 1.366 -0.353
O -1.822458 0.648746 3.838038 0.031 1.928 0.564
O -1.862170 0.887483 1.646435 0.293 1.641 -1.111
C -0.749703 2.460331 -1.631915 1.209 -0.726 -0.963
C -2.019618 1.672179 -1.621477 -1.413 -0.628 -0.107
O -1.721320 0.264499 -1.545937 -0.473 1.067 -0.694
O 0.153260 1.872813 -0.703258 0.121 1.280 -0.522
H -0.846999 3.537175 -1.486014 -0.374 -0.052 0.175
H -0.301866 2.279440 -2.622476 0.008 0.391 -0.143
H -2.592735 1.744887 -2.552226 0.236 0.846 -0.131
H -2.703592 1.997301 -0.835021 0.314 -0.498 0.469
H -2.061208 -0.125443 -2.353503 0.012 -0.400 0.193
H 0.785981 2.544301 -0.435951 0.050 -0.227 0.447
C 2.443603 -1.374306 -0.950656 0.147 -1.417 -0.494
C 2.682154 -1.120263 0.545008 -1.202 0.439 -1.138
O 1.981167 0.085107 0.910271 2.007 -0.866 -0.043
O 1.054693 -1.338941 -1.297507 0.931 0.775 -0.381
H 2.741029 -2.398275 -1.210911 0.437 -0.089 0.558
H 3.076356 -0.783486 -1.624257 -0.362 0.712 0.173
H 3.753701 -0.981019 0.712595 0.087 -0.348 0.079
H 2.211401 -1.955314 1.072527 0.232 -0.019 0.255
H 1.985354 0.023346 1.880182 -1.285 0.757 0.134
H 0.856037 -1.999798 -1.962417 -0.080 -0.158 0.198
```
Positions in Å, forces in eV/Å.

Summary:
LUMO in hartree: 0.1668
Net charge: -2
Energy above the lowest of the compared OMol25 structures with the same formula, charge and spin in kJ/mol: 74.01
HOMO-LUMO gap in eV: 3.37
Largest force on an atom in eV/Å: 6.85
E in Eh: -1141.4543



- The highest net charge belongs to which entry?
  C68H79AsCoNO4SeSi



- The highest largest force on an atom belongs to which entry?
  C6H12HgO10